No. 1
DFT (ωB97M-V/def2-TZVPD) results for a cluster of 7 separate species, C31H29BrF6NO23PS in total.

Element x y z (Å)
1 N 1.31 -3.37 -0.88
2 C 0.17 -3.82 -1.68
3 C -0.15 -2.87 -2.80
4 C -1.35 -2.14 -2.88
5 P -2.65 -2.19 -1.59
6 O -3.69 -3.36 -1.89
7 O -1.99 -2.42 -0.14
8 S -3.57 -0.50 -1.52
9 C -1.59 -1.29 -3.96
10 C -0.66 -1.11 -4.96
11 C 0.54 -1.80 -4.89
12 C 0.79 -2.67 -3.83
13 C 2.13 -3.36 -3.87
14 O 2.32 -4.51 -3.55
15 C 3.24 -2.52 -4.40
16 C 4.58 -2.70 -3.75
17 C 5.27 -1.42 -3.31
18 O 6.43 -1.37 -3.14
19 Br 4.20 0.16 -2.95
20 C 2.98 -1.68 -5.40
21 C 1.60 -1.60 -5.92
22 O 1.34 -1.37 -7.07
23 H 1.76 -2.57 -1.30
24 H 2.00 -4.11 -0.81
25 H 0.41 -4.76 -2.17
26 H -0.70 -4.02 -1.07
27 H -4.55 -3.00 -1.60
28 H -2.02 -3.36 0.09
29 H -2.51 -0.74 -4.01
30 H -0.83 -0.44 -5.78
31 H 5.27 -3.29 -4.35
32 H 4.41 -3.23 -2.81
33 H 3.77 -1.08 -5.83
34 C 2.35 -4.72 3.99
35 C 0.99 -5.05 3.42
36 O 1.16 -4.78 2.04
37 C 2.48 -4.97 1.75
38 O 2.91 -5.07 0.65
39 O 3.21 -5.04 2.88
40 F 0.02 -4.26 3.92
41 H 2.44 -3.66 4.23
42 H 2.61 -5.32 4.86
43 H 0.69 -6.10 3.54
44 C -0.05 -0.65 1.52
45 C 0.69 0.53 2.10
46 O 1.40 -0.06 3.18
47 C 1.63 -1.36 2.85
48 O 2.41 -2.06 3.40
49 O 0.86 -1.73 1.81
50 F -0.16 1.47 2.59
51 H -1.00 -0.83 2.02
52 H -0.22 -0.57 0.45
53 H 1.40 1.00 1.42
54 C 1.05 4.03 4.90
55 C 1.96 2.86 5.14
56 O 2.13 2.90 6.55
57 C 1.00 3.45 7.08
58 O 0.68 3.40 8.21
59 O 0.28 4.07 6.10
60 F 3.17 3.03 4.55
61 H 1.60 4.97 4.79
62 H 0.41 3.90 4.03
63 H 1.56 1.89 4.85
64 C 4.73 5.45 -1.99
65 C 4.85 5.25 -3.48
66 O 4.26 3.97 -3.66
67 C 3.35 3.80 -2.66
68 O 2.51 2.97 -2.65
69 O 3.54 4.72 -1.68
70 F 6.14 5.21 -3.90
71 H 5.58 5.01 -1.46
72 H 4.64 6.49 -1.70
73 H 4.30 5.98 -4.08
74 C -8.95 0.65 -1.16
75 C -7.74 1.55 -1.14
76 O -6.73 0.71 -0.62
77 C -7.06 -0.57 -0.96
78 O -6.32 -1.49 -0.90
79 O -8.35 -0.64 -1.37
80 F -7.91 2.61 -0.32
81 H -9.47 0.66 -0.20
82 H -9.65 0.88 -1.95
83 H -7.43 1.91 -2.13
84 C -2.92 4.60 4.19
85 C -4.12 3.96 3.52
86 O -3.79 4.03 2.15
87 C -2.43 4.01 2.06
88 O -1.81 3.79 1.08
89 O -1.87 4.25 3.28
90 F -5.26 4.67 3.74
91 H -3.02 5.68 4.24
92 H -2.72 4.20 5.18
93 H -4.30 2.92 3.80

The value obtained for the calculated total energy is -187673.4769 eV. For the energy relative to the best compared isomer or geometry (same formula, charge and spin), the calculation gives 0.00 kJ/mol. As for the SMILES: NCc1c(P(O)(O)=S)ccc2c1C(=O)C(CC(=O)Br)=CC2=O.O=C1OC[C@@H](F)O1.O=C1OC[C@@H](F)O1.O=C1OC[C@@H](F)O1.O=C1OC[C@@H](F)O1.O=C1OC[C@@H](F)O1.O=C1OC[C@@H](F)O1. Its HOMO energy is -8.49 eV. Its gap between HOMO and LUMO is 0.2723 Ha.


No. 2
DFT (ωB97M-V/def2-TZVPD) results for a structure of composition C31H29BrN2OPPdS.

Element x y z (Å)
1 Pd 0.48 0.43 0.62
2 Br 2.64 1.95 1.43
3 C 3.91 0.68 0.89
4 C 5.26 1.02 0.98
5 C 6.21 0.09 0.63
6 C 5.81 -1.20 0.21
7 C 4.45 -1.53 0.11
8 C 4.06 -2.81 -0.31
9 C 2.70 -3.15 -0.38
10 C 1.73 -2.21 -0.07
11 C 2.11 -0.93 0.33
12 C 3.46 -0.57 0.45
13 H 5.57 2.01 1.32
14 H 7.26 0.34 0.70
15 H 6.56 -1.94 -0.04
16 H 4.81 -3.55 -0.56
17 H 2.40 -4.14 -0.69
18 H 0.68 -2.48 -0.13
19 N -0.77 3.10 1.41
20 P -0.98 1.60 2.19
21 C -2.72 1.27 2.23
22 C -3.62 2.01 1.45
23 C -4.98 1.78 1.59
24 C -5.43 0.80 2.46
25 C -4.53 0.04 3.21
26 C -3.17 0.27 3.09
27 C -0.41 1.77 3.86
28 C 0.67 1.00 4.32
29 C 1.10 1.14 5.62
30 C 0.47 2.05 6.46
31 C -0.61 2.81 6.01
32 C -1.06 2.66 4.71
33 C -0.39 3.25 0.09
34 C -0.38 4.50 -0.53
35 C -0.01 4.58 -1.85
36 C 0.33 3.42 -2.56
37 C 0.31 2.23 -1.89
38 N -0.05 2.15 -0.59
39 H -0.91 3.94 1.95
40 H -3.26 2.79 0.78
41 H -5.68 2.38 1.03
42 H -6.50 0.63 2.57
43 H -4.90 -0.72 3.90
44 H -2.47 -0.30 3.69
45 H 1.15 0.28 3.66
46 H 1.92 0.54 5.99
47 H 0.81 2.16 7.48
48 H -1.11 3.50 6.68
49 H -1.93 3.22 4.38
50 H -0.65 5.39 0.03
51 H 0.01 5.54 -2.35
52 H 0.61 3.46 -3.60
53 H 0.57 1.31 -2.38
54 O -1.23 -0.73 -0.06
55 S -2.22 -0.50 -1.24
56 C -3.85 -1.07 -0.65
57 C -4.18 -2.37 -1.39
58 C -3.43 -2.31 -2.72
59 C -2.01 -1.90 -2.36
60 H -4.54 -0.27 -0.88
61 H -3.75 -1.16 0.43
62 H -5.25 -2.47 -1.53
63 H -3.84 -3.23 -0.81
64 H -3.89 -1.58 -3.39
65 H -3.44 -3.27 -3.24
66 H -1.40 -1.58 -3.21
67 H -1.49 -2.67 -1.79

The value obtained for the calculated total energy is -131263.7015 eV. The multiplicity is 5. Its HOMO energy (alpha / beta) is -16.54 / -16.96 eV. As for the charge: +3. Its gap between HOMO and LUMO (alpha / beta) is 0.2766 / 0.1823 Ha.


No. 3
DFT (ωB97M-V/def2-TZVPD) results for a structure of composition C31H29ClNO5PS3W.

Element x y z (Å)
1 W 0.55 0.65 0.93
2 O 2.97 -4.32 3.73
3 C 2.51 -3.26 3.09
4 C 2.92 -2.89 1.80
5 C 2.36 -1.78 1.24
6 N 1.44 -1.04 1.88
7 C 1.05 -1.39 3.11
8 C 1.55 -2.48 3.75
9 C 0.03 -0.44 3.66
10 O -0.39 -0.47 4.77
11 O -0.32 0.45 2.72
12 C 2.65 -1.25 -0.12
13 O 3.41 -1.74 -0.90
14 O 1.95 -0.12 -0.34
15 H 3.63 -4.80 3.22
16 H 3.66 -3.44 1.24
17 H 1.21 -2.73 4.75
18 C 3.16 2.64 0.04
19 C 3.10 3.13 1.48
20 S 1.85 2.27 2.49
21 C 0.63 3.60 2.85
22 C -0.83 3.29 2.52
23 S -1.16 2.58 0.88
24 C -0.69 3.88 -0.29
25 C 0.80 4.02 -0.56
26 S 1.56 2.40 -0.77
27 H 3.63 1.66 -0.03
28 H 3.75 3.32 -0.57
29 H 2.89 4.20 1.55
30 H 4.06 2.96 1.96
31 H 0.98 4.49 2.34
32 H 0.70 3.78 3.92
33 H -1.42 4.20 2.61
34 H -1.24 2.55 3.19
35 H -1.13 4.80 0.08
36 H -1.22 3.60 -1.20
37 H 1.31 4.57 0.23
38 H 0.95 4.57 -1.49
39 Cl -2.96 -0.12 1.91
40 C -3.55 -0.67 0.37
41 C -4.90 -1.00 0.28
42 C -5.40 -1.52 -0.89
43 C -4.56 -1.74 -1.98
44 C -3.22 -1.41 -1.88
45 C -2.69 -0.86 -0.71
46 P -0.89 -0.53 -0.77
47 C -0.71 0.40 -2.31
48 C 0.46 0.37 -3.08
49 C 0.57 1.16 -4.21
50 C -0.46 2.01 -4.58
51 C -1.62 2.07 -3.81
52 C -1.74 1.27 -2.68
53 C -0.29 -2.25 -0.94
54 C -0.46 -3.04 0.19
55 C -0.13 -4.38 0.17
56 C 0.40 -4.94 -1.00
57 C 0.56 -4.16 -2.13
58 C 0.21 -2.81 -2.11
59 H -5.53 -0.84 1.14
60 H -6.45 -1.78 -0.96
61 H -4.94 -2.16 -2.90
62 H -2.57 -1.57 -2.73
63 H 1.30 -0.25 -2.78
64 H 1.47 1.12 -4.81
65 H -0.38 2.61 -5.47
66 H -2.43 2.72 -4.10
67 H -2.66 1.30 -2.10
68 H -0.91 -2.62 1.09
69 H -0.28 -5.00 1.04
70 H 0.66 -5.99 -1.02
71 H 0.94 -4.60 -3.04
72 H 0.31 -2.23 -3.01

The value obtained for the calculated total energy is -100477.8731 eV. The multiplicity is 3. For the energy relative to the best compared isomer or geometry (same formula, charge and spin), the calculation gives 0.00 kJ/mol. Its HOMO energy (alpha / beta) is -14.07 / -14.12 eV. As for the charge: +2. Its gap between HOMO and LUMO (alpha / beta) is 0.3008 / 0.2590 Ha.


Q: calculated total energy of number 3 (C31H29ClNO5PS3W)?
A: -100477.8731 eV


Q: The lowest calculated total energy belongs to which entry?
A: C31H29BrF6NO23PS


Q: Among the records above, which one has the lowest calculated total energy?
A: C31H29BrF6NO23PS